Density functional theory data (wB97M-V/def2-TZVPD) for an isolated molecule of C15H22FN3O6 in a non-equilibrium geometry.

Each line ends with the Mulliken charge.
Geometry (Å):
C -3.1615 -1.4309 -1.0920  -1.07
C -3.2488 -0.1117 -1.8506  -0.48
C -2.2322 -0.0703 -2.9888  -0.11
C -2.2913 1.2337 -3.7874  -0.64
C -1.0090 1.4385 -4.5913  -0.79
H -1.0585 2.3430 -5.2061  0.45
H -0.7967 0.5697 -5.2171  0.32
O 0.0876 1.5425 -3.6790  -0.28
C 0.5395 2.7385 -3.3880  0.48
O 0.3473 3.7648 -3.9823  -0.60
N 1.3448 2.7345 -2.2378  -0.16
C 1.3307 1.8301 -1.2216  0.27
N 0.7590 0.6643 -1.3608  -0.31
C 0.6574 -0.2201 -0.3621  0.35
O 0.2048 -1.3417 -0.4860  -0.75
N 1.0893 0.1978 0.9272  0.37
C 1.7375 1.3632 1.0963  0.03
C 1.9142 2.1892 0.0297  0.20
F 2.5624 3.3666 0.1661  -0.34
H 2.0695 1.6072 2.0939  0.52
C 0.7578 -0.6632 2.0483  -0.37
O 0.9510 0.0235 3.2408  -0.51
C 1.1132 -0.9261 4.2962  0.22
C 2.0316 -0.3331 5.3485  -1.62
H 1.6152 0.6052 5.7058  0.39
H 3.0149 -0.1411 4.9271  0.35
H 2.1250 -1.0228 6.1809  0.42
H 0.1278 -1.1452 4.7320  0.32
C 1.6307 -2.2360 3.6525  -0.12
O 0.7766 -3.2935 3.9668  -0.59
H 0.6257 -3.7856 3.1427  0.36
H 2.6451 -2.4674 4.0035  0.25
C 1.6357 -1.9363 2.1316  0.34
O 1.1246 -3.0242 1.4320  -0.69
H 0.7401 -2.6978 0.5931  0.43
H 2.6544 -1.6866 1.7946  0.24
H -0.2941 -0.9747 1.9135  0.30
H 1.7856 3.6274 -2.0445  0.28
H -3.1416 1.2322 -4.4702  0.45
H -2.4088 2.0789 -3.1054  0.27
H -2.4049 -0.9136 -3.6595  0.27
H -1.2336 -0.1787 -2.5653  0.02
H -4.2591 0.0220 -2.2456  0.37
H -3.0488 0.7145 -1.1631  0.32
H -3.8137 -1.4213 -0.2214  0.37
H -2.1393 -1.6068 -0.7644  0.13
H -3.4574 -2.2589 -1.7328  0.36

Atoms 1-6, force components in eV/Å:
-0.09 0.20 0.00
0.20 -0.29 -0.12
-0.26 0.36 0.13
0.52 -0.31 -0.03
-0.69 0.31 -0.40
0.08 -0.22 0.06

Values from the calculation:
Orbital gap, eV: 9.3
HOMO, eV: -9.266
E_tot, Ha: -1300.397527
SMILES: CCCCCOC(=O)Nc1nc(=O)n([C@@H]2O[C@H](C)[C@@H](O)[C@H]2O)cc1F
Molar mass, u: 359.35
LUMO, Ha: 0.000

---

Density functional theory data (wB97M-V/def2-TZVPD) for an isolated molecule of C15H22N2O2.

Each line ends with the Mulliken charge.
Geometry (Å):
C 3.1096 2.8627 -4.7588  -1.39
C 2.8586 2.2250 -3.4273  0.95
C 2.7470 2.9919 -2.2743  -0.80
C 2.5249 2.4008 -1.0439  -0.42
C 2.4167 1.0181 -0.9415  0.59
C 2.5500 0.2446 -2.0912  -0.75
C 2.7588 0.8417 -3.3176  -0.57
H 2.8523 0.2309 -4.2040  0.38
H 2.4861 -0.8294 -2.0004  0.44
C 2.2006 0.3147 0.3553  0.27
O 2.6612 -0.7870 0.5858  -0.64
N 1.4555 1.0018 1.2584  -0.12
H 0.9881 1.8458 0.9684  0.28
C 1.0654 0.4353 2.5266  -0.99
C -0.4142 0.0451 2.5627  -0.53
C -0.7195 -1.0661 1.5586  -0.47
N -2.1491 -1.2751 1.4032  0.05
C -2.7380 -1.9841 2.5276  -0.44
C -4.2499 -2.0822 2.3256  -0.76
O -4.5705 -2.7460 1.1266  -0.38
C -3.9850 -2.0837 0.0311  -0.65
C -2.4665 -1.9918 0.1786  -0.52
H -2.0527 -1.4441 -0.6709  0.37
H -2.0414 -3.0111 0.1839  0.32
H -4.2527 -2.6606 -0.8558  0.35
H -4.3985 -1.0671 -0.0530  0.35
H -4.7098 -2.6605 3.1290  0.37
H -4.6754 -1.0670 2.3140  0.36
H -2.5375 -1.4334 3.4472  0.37
H -2.3176 -3.0017 2.6231  0.32
H -0.3270 -0.7689 0.5827  0.25
H -0.1974 -1.9903 1.8579  0.20
H -0.6566 -0.2768 3.5756  0.35
H -1.0348 0.9116 2.3242  0.30
H 1.2771 1.1590 3.3209  0.35
H 1.6899 -0.4492 2.6729  0.40
H 2.4691 3.0216 -0.1607  0.47
H 2.8387 4.0670 -2.3393  0.34
H 2.4788 2.4152 -5.5244  0.36
H 4.1482 2.7110 -5.0535  0.29
H 2.9176 3.9321 -4.7233  0.35

Atoms 1-6, force components in eV/Å:
0.05 -0.01 -0.01
-0.02 0.03 0.07
-0.01 0.01 -0.11
-0.04 -0.18 0.09
0.13 0.04 -0.28
-0.02 -0.02 0.15

Values from the calculation:
Orbital gap, eV: 9.5
HOMO, eV: -8.739
E_tot, Ha: -844.776171
SMILES: Cc1ccc(C(=O)NCCCN2CCOCC2)cc1
Molar mass, u: 262.35
LUMO, Ha: 0.028

---

Density functional theory data (wB97M-V/def2-TZVPD) for an isolated molecule of C15H22N2O2 in a non-equilibrium geometry.

Each line ends with the Mulliken charge.
Geometry (Å):
C 2.8885 3.5444 -2.9149  -1.32
C 2.2486 2.6161 -1.7795  -0.65
C 3.1086 1.4198 -1.6510  -0.21
H 4.2306 1.8476 -1.3009  0.25
C 2.7607 0.6782 -0.4387  -1.30
N 1.6063 -0.0684 -0.9762  -0.13
C 0.5573 0.0617 -0.3083  0.59
O 0.2669 0.8661 0.7105  -0.81
C -0.8931 -0.3731 -0.9857  0.37
C -0.9682 -0.6499 -2.2648  -0.42
C -2.1311 -1.2811 -3.0931  -1.23
C -3.1338 -1.5841 -2.2119  -0.57
C -3.0126 -1.3886 -0.5483  0.13
C -1.9931 -0.9401 -0.1960  -0.50
N -1.9325 -0.5089 1.2480  -0.08
C -2.5457 -1.1686 2.2020  0.56
O -3.5181 -1.8796 2.2299  -0.65
C -2.1287 -0.6449 3.6068  -0.23
C -1.4065 -1.6127 4.2207  -1.04
C 0.1062 -1.8356 3.3853  -0.92
H 0.5036 -0.6656 3.2755  0.13
H -0.0197 -2.3054 2.3241  0.14
H 0.7248 -2.4286 3.9049  0.58
H -0.9220 -1.3833 5.1510  0.31
H -1.9471 -2.3968 4.2067  0.55
H -3.1811 -0.5556 4.2611  0.22
H -1.6565 0.4119 3.6626  0.28
H -1.2299 -0.0463 1.3704  0.34
H -3.7221 -1.8963 -0.1188  0.78
H -3.9241 -2.2529 -2.4816  0.34
H -2.2181 -1.3533 -4.0445  0.64
H -0.2077 -0.1514 -2.9557  0.23
H 1.4537 -0.6470 -1.8747  0.34
H 3.5608 -0.2183 -0.3463  0.27
H 2.6307 1.0751 0.3576  0.87
H 3.2794 0.8625 -2.7642  0.22
H 1.2517 2.4607 -2.1447  0.24
H 2.3524 2.9774 -0.9785  0.64
H 3.8504 4.0113 -2.6906  0.34
H 2.2552 4.4267 -3.2452  0.34
H 3.0551 2.9769 -3.8033  0.37

Atoms 1-6, force components in eV/Å:
-1.09 1.30 0.62
0.53 -2.79 -13.15
5.40 1.50 -1.83
-2.47 -0.78 -1.58
3.96 -10.91 -12.29
0.70 -2.07 -0.89

Values from the calculation:
Orbital gap, eV: 9.3
HOMO, eV: -8.893
E_tot, Ha: -844.333240
SMILES: CCCCNC(=O)c1ccccc1NC(=O)CCC
Molar mass, u: 262.35
LUMO, Ha: 0.016

---

Density functional theory data (wB97M-V/def2-TZVPD) for an isolated molecule of C15H22N2O4 in a non-equilibrium geometry.

Each line ends with the Mulliken charge.
Geometry (Å):
C -0.3546 0.5703 1.8737  0.60
C -0.1719 -0.0876 0.4837  -0.16
C 1.0011 0.8987 2.5261  -1.28
C 1.4556 2.3367 2.3404  0.29
C 1.8312 2.8344 1.0894  -0.47
C 1.4807 3.2091 3.4355  -0.45
C 2.2192 4.1570 0.9429  -0.47
C 1.8666 4.5313 3.2981  -0.72
C 2.2474 5.0141 2.0377  0.92
C -1.3104 -1.4499 -1.2343  0.11
C -2.6963 -2.0602 -1.3561  0.06
C -0.1809 -2.4462 -1.5852  -0.83
C -0.1972 -3.0339 -3.0063  0.71
C -0.4160 -1.9620 -4.0746  -1.55
C -1.2007 -4.1916 -3.1721  -1.43
H -1.6180 0.2793 3.4641  0.28
H -0.7306 -1.0348 3.0558  0.20
H -0.8878 1.4942 1.6587  0.43
H 0.9300 0.7131 3.5839  0.52
H 1.7874 0.2213 2.1366  0.34
H 1.8202 2.1768 0.2204  0.44
H 1.2066 2.8379 4.4258  0.28
H 2.5390 4.5665 -0.0515  0.19
H 1.9112 5.2187 4.1324  0.40
H 2.8733 6.5199 1.0389  0.28
H -1.9564 -0.9757 0.8176  0.48
H -1.2552 -0.5786 -1.9114  0.39
H -0.1690 -3.2699 -0.8519  0.19
H 0.7556 -1.8652 -1.4292  0.43
H 0.8146 -3.4288 -3.1526  0.38
H 0.2840 -1.1318 -3.9415  0.34
H -0.2614 -2.4098 -5.0643  0.45
H -1.4274 -1.5847 -4.0345  0.31
H -1.0508 -4.6739 -4.1521  0.44
H -2.2860 -3.8396 -3.1714  0.24
H -1.0608 -4.9863 -2.4185  0.35
H -2.2645 -3.1082 0.1789  0.41
N -1.2599 -0.2625 2.6805  -0.72
N -1.1606 -0.9558 0.1478  -0.10
O 0.7585 0.1981 -0.2623  -0.69
O 2.6149 6.3205 1.9530  -0.55
O -3.4737 -1.7849 -2.2365  -0.55
O -3.0068 -2.9758 -0.4158  -0.48

Atoms 1-6, force components in eV/Å:
-0.02 -0.55 -0.32
0.20 0.27 -0.15
0.68 0.16 -0.71
-0.08 0.07 0.00
-0.03 -0.18 0.02
-0.01 -0.19 -0.03

Values from the calculation:
Orbital gap, eV: 8.9
HOMO, eV: -8.416
E_tot, Ha: -995.292079
SMILES: CC(C)C[C@H](NC(=O)[C@@H](N)Cc1ccc(O)cc1)C(=O)O
Molar mass, u: 294.35
LUMO, Ha: 0.018

---

Density functional theory data (wB97M-V/def2-TZVPD) for an isolated molecule of C15H22N2OS.

Each line ends with the Mulliken charge.
Geometry (Å):
C 1.2236 0.1614 -2.8452  -1.07
C -0.1999 0.6142 -2.5618  -0.62
O -0.6527 -0.0225 -1.3773  -0.45
C -2.0042 -0.0360 -1.1309  0.92
C -2.8916 0.8307 -1.7567  -0.58
C -4.2541 0.7511 -1.5257  -0.69
C -4.7521 -0.2082 -0.6657  -0.78
C -3.8766 -1.0597 -0.0205  -0.59
C -2.4998 -0.9830 -0.2174  0.31
N -1.7034 -1.9211 0.4607  -0.19
C -0.6745 -1.7237 1.3454  0.21
N 0.0269 -0.5884 1.2953  0.21
H -0.0393 -0.0300 0.4564  0.31
C 1.0972 -0.2875 2.2227  -0.48
C 1.3305 1.2230 2.2537  -1.18
C 1.9614 1.7299 0.9580  -0.10
C 3.2553 0.9787 0.6577  -0.95
C 2.9970 -0.5231 0.5765  -0.24
C 2.3959 -1.0287 1.8815  -0.89
H 3.1026 -0.8756 2.6991  0.43
H 2.1852 -2.0966 1.8155  0.40
H 3.9312 -1.0505 0.3737  0.40
H 2.3087 -0.7405 -0.2421  0.01
H 3.6868 1.3389 -0.2796  0.36
H 3.9784 1.1759 1.4525  0.44
H 2.1636 2.7995 1.0488  0.35
H 1.2642 1.6006 0.1270  -0.06
H 1.9971 1.4479 3.0880  0.45
H 0.3822 1.7342 2.4345  0.40
H 0.7558 -0.6317 3.2073  0.44
S -0.4023 -2.9168 2.4645  -0.40
H -2.2107 -2.7655 0.7028  0.33
H -4.2564 -1.8093 0.6587  0.39
H -5.8133 -0.2920 -0.4911  0.38
H -4.9186 1.4352 -2.0301  0.39
H -2.5229 1.5771 -2.4420  0.41
H -0.8530 0.3348 -3.3979  0.58
H -0.2313 1.7061 -2.4386  0.36
H 1.5414 0.5516 -3.8079  0.46
H 1.9034 0.5241 -2.0799  0.01
H 1.2686 -0.9243 -2.8701  0.32

Atoms 1-6, force components in eV/Å:
-0.40 0.06 0.20
0.27 0.18 -0.43
-0.23 -0.24 0.27
-0.07 -0.10 0.07
0.14 0.08 -0.05
-0.01 -0.03 0.01

Values from the calculation:
Orbital gap, eV: 8.5
HOMO, eV: -7.831
E_tot, Ha: -1167.741184
SMILES: CCOc1ccccc1NC(=S)NC1CCCCC1
Molar mass, u: 278.42
LUMO, Ha: 0.024

---

Calculated values (kcal per mole) of energy above the lowest of the compared OMol25 structures with the same formula, charge and spin for the records, taken in order: 0.73 15.93 293.88 18.49 0.00.